# 1
The following is a quantum chemistry calculation of C21H24BiBr2N4O4Se as an isolated structure at a distorted geometry, from OMol25.

Output
Orbital gap ... 6.77 eV
E_LUMO ... -10.28 eV
Net charge ... +3
Relative energy (zero: lowest compared OMol25 entry of this formula, charge and spin) ... 76.0 kJ/mol
E_tot ... -247561.24765 eV
Highest occupied orbital energy ... -17.04 eV
2S+1 ... 1

Atoms and positions in Å:
Bi (0.23, -0.92, 0.18)
C (3.58, -1.12, -0.65)
C (3.27, -1.97, 0.58)
O (2.52, -1.17, 1.50)
C (2.06, -1.90, 2.63)
C (1.19, -0.97, 3.48)
O (0.17, -0.33, 2.70)
C (0.14, 1.09, 2.83)
C (1.24, 1.74, 2.00)
O (1.16, 1.35, 0.63)
C (2.40, 1.66, -0.02)
C (2.53, 0.93, -1.35)
O (2.40, -0.48, -1.17)
H (3.98, -1.77, -1.43)
H (4.33, -0.37, -0.40)
H (4.22, -2.27, 1.04)
H (2.71, -2.87, 0.32)
H (2.91, -2.24, 3.24)
H (1.49, -2.78, 2.31)
H (1.82, -0.22, 3.96)
H (0.70, -1.56, 4.26)
H (0.24, 1.39, 3.88)
H (-0.84, 1.42, 2.48)
H (2.22, 1.44, 2.41)
H (1.16, 2.83, 2.05)
H (3.23, 1.37, 0.63)
H (2.44, 2.74, -0.18)
H (3.49, 1.17, -1.81)
H (1.73, 1.24, -2.03)
Se (-4.93, 4.06, -3.06)
N (-4.78, 3.32, -1.48)
C (-3.73, 2.53, -1.45)
C (-3.33, 1.72, -0.34)
C (-4.07, 1.64, 0.85)
C (-3.67, 0.75, 1.83)
C (-2.51, 0.00, 1.64)
N (-1.77, 0.12, 0.54)
C (-2.17, 0.92, -0.47)
C (-1.46, 0.86, -1.71)
N (-0.42, -0.01, -1.80)
C (0.15, -0.24, -2.98)
C (-0.22, 0.45, -4.13)
C (-1.21, 1.40, -4.06)
C (-1.88, 1.60, -2.84)
C (-3.00, 2.47, -2.69)
N (-3.51, 3.23, -3.64)
H (-4.94, 2.27, 0.97)
H (-4.23, 0.64, 2.75)
H (-2.17, -0.70, 2.38)
H (0.93, -0.99, -3.01)
H (0.29, 0.24, -5.06)
H (-1.51, 1.99, -4.91)
Br (-1.71, -3.57, -0.79)
C (-0.99, -5.33, -0.32)
Br (0.65, -5.06, 0.63)
H (-0.81, -5.88, -1.25)
H (-1.71, -5.83, 0.32)



# 2
The following is a quantum chemistry calculation of a 6-piece molecular cluster, C41H94BrClIN3O22P5 overall at a distorted geometry, from OMol25.

Output
Orbital gap ... 6.40 eV
E_LUMO ... -4.10 eV
Net charge ... +1
E_tot ... -230651.11687 eV
Highest occupied orbital energy ... -10.51 eV
2S+1 ... 1

Atoms and positions in Å:
C (4.26, -5.67, 3.56)
O (3.35, -4.96, 4.39)
C (2.53, -4.06, 3.64)
C (1.50, -4.89, 2.80)
C (0.14, -4.16, 2.61)
C (-0.96, -4.53, 3.66)
C (-0.50, -4.56, 5.14)
C (-0.91, -3.29, 5.98)
C (-0.74, -1.99, 5.13)
C (-0.42, -0.72, 5.96)
C (-0.55, 0.53, 5.02)
C (0.35, 0.42, 3.76)
C (-0.33, 0.44, 2.37)
C (-1.49, -0.55, 2.06)
C (-1.52, -0.94, 0.54)
C (-2.34, 0.01, -0.35)
C (-2.67, -0.65, -1.74)
N (-1.75, -0.25, -2.83)
C (-2.15, 1.02, -3.46)
C (-0.40, -0.26, -2.45)
C (0.30, -1.64, -2.35)
O (0.24, 0.73, -2.24)
C (-0.60, 1.97, 2.32)
Cl (-1.96, 2.68, 1.55)
N (0.35, 2.60, 2.92)
C (0.34, 4.08, 2.96)
C (0.61, 4.70, 1.54)
C (1.95, 5.49, 1.49)
C (2.53, 5.52, 0.03)
C (2.43, 6.95, -0.63)
N (3.70, 7.24, -1.36)
C (1.30, 1.64, 3.48)
Br (2.22, 2.36, 5.09)
I (3.01, 1.20, 2.19)
H (3.88, -6.69, 3.39)
H (4.38, -5.21, 2.56)
H (5.27, -5.68, 4.01)
H (2.04, -3.35, 4.33)
H (3.22, -3.48, 3.00)
H (1.96, -5.00, 1.80)
H (1.34, -5.89, 3.23)
H (0.34, -3.07, 2.52)
H (-0.25, -4.46, 1.62)
H (-1.35, -5.52, 3.38)
H (-1.80, -3.83, 3.49)
H (0.58, -4.73, 5.29)
H (-1.01, -5.42, 5.61)
H (-1.99, -3.40, 6.19)
H (-0.39, -3.26, 6.95)
H (-1.70, -1.81, 4.63)
H (0.09, -2.16, 4.44)
H (-1.23, -0.61, 6.71)
H (0.57, -0.75, 6.45)
H (-1.61, 0.71, 4.76)
H (-0.26, 1.39, 5.65)
H (1.10, -0.38, 3.91)
H (0.34, 0.30, 1.49)
H (-2.47, -0.11, 2.33)
H (-1.37, -1.50, 2.59)
H (-2.05, -1.92, 0.52)
H (-0.50, -1.11, 0.16)
H (-1.84, 0.97, -0.58)
H (-3.31, 0.25, 0.13)
H (-3.68, -0.33, -2.04)
H (-2.67, -1.75, -1.64)
H (-3.14, 0.86, -3.93)
H (-2.12, 1.89, -2.78)
H (-1.42, 1.23, -4.26)
H (0.96, -1.57, -1.47)
H (-0.44, -2.43, -2.16)
H (0.90, -1.86, -3.24)
H (1.11, 4.49, 3.62)
H (-0.64, 4.38, 3.37)
H (0.61, 3.92, 0.76)
H (-0.22, 5.39, 1.30)
H (1.74, 6.53, 1.80)
H (2.71, 5.07, 2.18)
H (3.60, 5.25, 0.03)
H (1.97, 4.81, -0.61)
H (1.65, 7.00, -1.40)
H (2.29, 7.74, 0.12)
H (4.47, 7.19, -0.70)
H (3.89, 6.49, -2.02)
C (-1.66, -3.86, -5.40)
O (-1.06, -4.83, -4.53)
P (-1.48, -6.45, -4.84)
O (-2.69, -6.38, -3.95)
O (-0.16, -6.99, -4.05)
C (1.13, -6.53, -4.46)
O (-1.86, -7.97, -5.46)
C (-2.22, -8.97, -4.52)
H (-1.35, -2.87, -5.10)
H (-1.33, -4.03, -6.43)
H (-2.75, -3.92, -5.34)
H (1.47, -5.75, -3.77)
H (1.12, -6.13, -5.47)
H (1.83, -7.36, -4.41)
H (-3.26, -8.86, -4.23)
H (-1.58, -8.94, -3.63)
H (-2.08, -9.94, -5.01)
C (1.23, -1.30, -7.26)
O (1.77, -2.08, -8.33)
P (0.89, -2.02, -9.78)
O (-0.06, -3.15, -9.46)
O (2.20, -2.53, -10.61)
C (3.44, -1.83, -10.43)
O (0.13, -1.45, -11.16)
C (-0.24, -2.42, -12.14)
H (1.85, -1.44, -6.38)
H (1.22, -0.24, -7.53)
H (0.21, -1.63, -7.04)
H (4.08, -2.40, -9.76)
H (3.29, -0.83, -10.03)
H (3.94, -1.75, -11.40)
H (-1.18, -2.89, -11.86)
H (0.53, -3.18, -12.27)
H (-0.38, -1.89, -13.08)
C (2.67, 3.11, 11.08)
O (1.58, 2.61, 10.29)
P (0.08, 3.37, 10.56)
O (-0.37, 2.48, 11.68)
O (-0.45, 2.84, 9.09)
C (0.35, 3.09, 7.94)
O (-1.11, 4.54, 10.65)
C (-2.45, 4.08, 10.74)
H (3.56, 2.53, 10.83)
H (2.86, 4.16, 10.85)
H (2.45, 2.99, 12.14)
H (0.90, 2.19, 7.68)
H (1.06, 3.91, 8.10)
H (-0.30, 3.36, 7.11)
H (-2.68, 3.81, 11.77)
H (-2.64, 3.23, 10.08)
H (-3.10, 4.91, 10.45)
C (-2.80, -6.97, -8.39)
O (-3.26, -5.92, -9.25)
P (-4.93, -5.64, -9.27)
O (-5.27, -6.63, -10.35)
O (-4.67, -4.14, -9.86)
C (-3.74, -3.28, -9.18)
O (-6.48, -5.27, -8.77)
C (-7.43, -4.97, -9.79)
H (-1.72, -7.05, -8.49)
H (-3.04, -6.72, -7.35)
H (-3.26, -7.92, -8.66)
H (-2.79, -3.28, -9.72)
H (-3.57, -3.60, -8.15)
H (-4.15, -2.27, -9.17)
H (-7.82, -5.89, -10.21)
H (-7.00, -4.35, -10.57)
H (-8.25, -4.42, -9.32)
C (4.75, 8.93, 6.02)
O (4.30, 9.92, 5.09)
P (2.62, 10.07, 4.92)
O (2.46, 9.03, 3.84)
O (2.82, 11.57, 4.31)
C (3.61, 12.51, 5.04)
O (1.00, 10.36, 5.23)
C (0.16, 10.57, 4.10)
H (5.83, 8.92, 6.02)
H (4.40, 9.17, 7.03)
H (4.38, 7.94, 5.73)
H (4.61, 12.57, 4.60)
H (3.71, 12.24, 6.09)
H (3.14, 13.49, 4.97)
H (-0.13, 9.61, 3.66)
H (0.64, 11.19, 3.35)
H (-0.74, 11.08, 4.45)



# 3
The following is a quantum chemistry calculation of a 7-piece molecular cluster, C21H42O7 overall, from OMol25.

Output
Orbital gap ... 9.43 eV
E_LUMO ... 0.28 eV
Relative energy (zero: lowest compared OMol25 entry of this formula, charge and spin) ... 4.2 kJ/mol
E_tot ... -36790.18763 eV
Highest occupied orbital energy ... -9.15 eV
2S+1 ... 1

Atoms and positions in Å:
C (5.52, -1.45, 2.92)
C (5.23, -1.28, 1.45)
O (4.44, -1.99, 0.88)
C (5.93, -0.16, 0.74)
H (6.48, -1.01, 3.21)
H (5.44, -2.50, 3.18)
H (4.73, -0.96, 3.50)
H (5.93, 0.75, 1.34)
H (5.45, 0.03, -0.22)
H (6.96, -0.44, 0.54)
C (0.07, -1.63, 3.68)
C (1.39, -2.34, 3.50)
O (2.25, -2.31, 4.35)
C (1.56, -3.02, 2.17)
H (-0.26, -1.17, 2.75)
H (0.16, -0.93, 4.52)
H (-0.66, -2.37, 4.03)
H (0.65, -3.60, 1.97)
H (2.42, -3.68, 2.14)
H (1.66, -2.27, 1.39)
C (2.73, -2.49, -4.02)
C (3.00, -3.02, -5.40)
O (3.78, -2.46, -6.13)
C (2.30, -4.30, -5.82)
H (3.39, -2.93, -3.28)
H (1.70, -2.69, -3.70)
H (2.87, -1.41, -4.00)
H (1.79, -4.14, -6.77)
H (1.55, -4.61, -5.10)
H (3.04, -5.09, -5.96)
C (-2.15, 1.41, 2.58)
C (-3.15, 2.24, 1.82)
O (-3.84, 1.78, 0.95)
C (-3.25, 3.69, 2.23)
H (-2.13, 0.39, 2.20)
H (-2.36, 1.44, 3.65)
H (-1.14, 1.80, 2.47)
H (-2.26, 4.10, 2.42)
H (-3.81, 3.78, 3.16)
H (-3.74, 4.27, 1.45)
C (2.09, -0.16, -0.88)
C (0.67, 0.09, -0.42)
O (-0.01, -0.80, 0.03)
C (0.07, 1.46, -0.65)
H (2.72, 0.72, -0.72)
H (2.08, -0.44, -1.93)
H (2.52, -0.99, -0.32)
H (0.57, 2.23, -0.05)
H (-0.98, 1.41, -0.37)
H (0.14, 1.70, -1.72)
C (-3.98, 6.29, -0.97)
C (-3.45, 5.06, -1.68)
O (-4.14, 4.39, -2.40)
C (-2.00, 4.75, -1.45)
H (-3.20, 6.79, -0.40)
H (-4.77, 5.96, -0.29)
H (-4.39, 6.99, -1.69)
H (-1.39, 5.60, -1.78)
H (-1.67, 3.83, -1.93)
H (-1.81, 4.65, -0.38)
C (-5.41, -1.23, -0.18)
C (-4.38, -2.31, -0.50)
O (-4.64, -3.19, -1.28)
C (-3.07, -2.29, 0.25)
H (-5.00, -0.44, 0.44)
H (-6.26, -1.69, 0.31)
H (-5.73, -0.82, -1.14)
H (-2.37, -2.94, -0.28)
H (-3.27, -2.71, 1.24)
H (-2.64, -1.30, 0.36)



# 4
The following is a quantum chemistry calculation of a 2-piece molecular cluster, C3H8O4 overall at a distorted geometry, from OMol25.

Output
Orbital gap ... 11.02 eV
E_LUMO ... 0.34 eV
Relative energy (zero: lowest compared OMol25 entry of this formula, charge and spin) ... 107.8 kJ/mol
E_tot ... -11430.15178 eV
Highest occupied orbital energy ... -10.68 eV
2S+1 ... 1

Atoms and positions in Å:
O (2.67, -1.95, 1.18)
H (3.02, -1.63, 2.05)
H (1.71, -2.07, 1.34)
O (1.55, 1.52, -0.92)
O (0.83, 1.13, 1.18)
O (-2.77, -0.55, -1.09)
C (0.61, 1.39, -0.15)
C (-1.31, -0.36, -0.79)
C (-0.88, 1.14, -0.56)
H (1.80, 1.09, 1.41)
H (-3.03, -1.48, -0.91)
H (-1.03, -0.87, 0.15)
H (-0.59, -0.66, -1.57)
H (-1.02, 1.70, -1.50)
H (-1.55, 1.59, 0.20)



# 5
The following is a quantum chemistry calculation of an isolated ion of composition C3H8NO and charge +1 at a distorted geometry, from OMol25.

Output
Orbital gap ... 12.99 eV
E_LUMO ... -3.01 eV
Net charge ... +1
Relative energy (zero: lowest compared OMol25 entry of this formula, charge and spin) ... 206.5 kJ/mol
E_tot ... -6769.02954 eV
Highest occupied orbital energy ... -16.01 eV
2S+1 ... 1

Atoms and positions in Å:
C (-0.32, -0.52, 1.25)
C (0.98, -0.24, 0.65)
C (-0.70, 0.24, -1.12)
N (-0.13, 0.44, 0.19)
O (1.94, 0.54, 1.25)
H (-0.64, -1.51, 0.96)
H (-0.41, -0.09, 2.22)
H (1.21, -1.05, -0.27)
H (-1.14, -0.83, -1.28)
H (-1.60, 0.93, -1.36)
H (0.00, 0.57, -1.98)
H (-0.30, 1.36, 0.46)
H (2.48, 0.04, 1.93)



# 6
The following is a quantum chemistry calculation of CH4CsN2O as an isolated structure at a distorted geometry, from OMol25.

Output
Orbital gap ... 10.30 eV
E_LUMO ... -3.49 eV
Net charge ... +1
Relative energy (zero: lowest compared OMol25 entry of this formula, charge and spin) ... 18.8 kJ/mol
E_tot ... -6673.63392 eV
Highest occupied orbital energy ... -13.79 eV
2S+1 ... 1

Atoms and positions in Å:
Cs (3.66, -1.36, -0.99)
C (0.01, 0.19, 0.07)
O (1.26, 0.09, 0.00)
N (-0.80, -0.04, -1.01)
N (-0.57, 0.62, 1.20)
H (-0.33, -0.55, -1.74)
H (-1.78, 0.01, -0.84)
H (-1.56, 0.56, 1.36)
H (0.11, 0.48, 1.94)



# 7
The following is a quantum chemistry calculation of one molecule with the formula C5H11NO at a distorted geometry, from OMol25.

Output
Orbital gap ... 9.88 eV
E_LUMO ... 0.97 eV
Relative energy (zero: lowest compared OMol25 entry of this formula, charge and spin) ... 206.9 kJ/mol
E_tot ... -8899.55339 eV
Highest occupied orbital energy ... -8.91 eV
2S+1 ... 1

Atoms and positions in Å:
O (1.50, 1.72, -0.12)
C (1.56, 0.72, -0.76)
C (1.56, -0.68, -0.15)
C (0.27, -1.48, -0.01)
C (-1.02, -0.83, -0.58)
C (-2.05, 0.25, 1.33)
N (-1.31, 0.46, 0.06)
H (1.57, 0.69, -1.85)
H (1.92, -0.49, 0.86)
H (2.27, -1.35, -0.64)
H (0.22, -2.46, -0.51)
H (0.01, -1.85, 0.98)
H (-1.88, -1.51, -0.59)
H (-0.76, -0.61, -1.62)
H (-3.08, 0.54, 1.18)
H (-1.69, 0.91, 2.11)
H (-1.99, -0.78, 1.68)
H (-1.92, 0.97, -0.56)



# 8
The following is a quantum chemistry calculation of one molecule with the formula C17H22N2O4, from OMol25.

Output
Orbital gap ... 9.37 eV
E_LUMO ... 0.30 eV
Relative energy (zero: lowest compared OMol25 entry of this formula, charge and spin) ... 0.0 kJ/mol
E_tot ... -29158.13200 eV
Highest occupied orbital energy ... -9.07 eV
2S+1 ... 1

Atoms and positions in Å:
C (7.78, 1.78, 0.82)
H (8.52, 1.32, 0.17)
H (8.16, 1.86, 1.83)
H (7.54, 2.77, 0.42)
O (6.61, 0.98, 0.89)
C (5.98, 0.76, -0.28)
O (6.38, 1.20, -1.33)
C (4.77, -0.07, -0.12)
C (4.00, -0.34, -1.25)
C (2.85, -1.10, -1.16)
C (2.45, -1.61, 0.08)
C (3.25, -1.37, 1.20)
C (4.39, -0.61, 1.11)
H (4.99, -0.42, 1.98)
H (2.95, -1.79, 2.16)
N (1.31, -2.40, 0.24)
C (0.07, -2.32, -0.31)
O (-0.80, -3.09, 0.05)
C (-0.21, -1.23, -1.33)
N (-1.62, -0.92, -1.31)
C (-2.06, 0.26, -0.81)
O (-1.32, 1.19, -0.58)
C (-3.56, 0.30, -0.56)
C (-3.83, -0.29, 0.83)
C (-5.32, -0.24, 1.16)
C (-5.84, 1.19, 1.08)
C (-5.58, 1.77, -0.31)
C (-4.09, 1.73, -0.64)
H (-3.92, 2.13, -1.64)
H (-3.53, 2.35, 0.06)
H (-6.14, 1.20, -1.05)
H (-5.94, 2.80, -0.35)
H (-5.33, 1.80, 1.83)
H (-6.91, 1.20, 1.30)
H (-5.49, -0.65, 2.16)
H (-5.86, -0.87, 0.44)
H (-3.28, 0.31, 1.57)
H (-3.46, -1.31, 0.89)
H (-4.06, -0.32, -1.31)
H (-2.23, -1.73, -1.28)
H (0.33, -0.31, -1.09)
H (0.07, -1.58, -2.33)
H (1.35, -3.05, 1.02)
H (2.29, -1.32, -2.05)
H (4.32, 0.06, -2.20)



Copy entry 1 word for word.
The following is a quantum chemistry calculation of C21H24BiBr2N4O4Se as an isolated structure at a distorted geometry, from OMol25.

Output
Orbital gap ... 6.77 eV
E_LUMO ... -10.28 eV
Net charge ... +3
Relative energy (zero: lowest compared OMol25 entry of this formula, charge and spin) ... 76.0 kJ/mol
E_tot ... -247561.24765 eV
Highest occupied orbital energy ... -17.04 eV
2S+1 ... 1

Atoms and positions in Å:
Bi (0.23, -0.92, 0.18)
C (3.58, -1.12, -0.65)
C (3.27, -1.97, 0.58)
O (2.52, -1.17, 1.50)
C (2.06, -1.90, 2.63)
C (1.19, -0.97, 3.48)
O (0.17, -0.33, 2.70)
C (0.14, 1.09, 2.83)
C (1.24, 1.74, 2.00)
O (1.16, 1.35, 0.63)
C (2.40, 1.66, -0.02)
C (2.53, 0.93, -1.35)
O (2.40, -0.48, -1.17)
H (3.98, -1.77, -1.43)
H (4.33, -0.37, -0.40)
H (4.22, -2.27, 1.04)
H (2.71, -2.87, 0.32)
H (2.91, -2.24, 3.24)
H (1.49, -2.78, 2.31)
H (1.82, -0.22, 3.96)
H (0.70, -1.56, 4.26)
H (0.24, 1.39, 3.88)
H (-0.84, 1.42, 2.48)
H (2.22, 1.44, 2.41)
H (1.16, 2.83, 2.05)
H (3.23, 1.37, 0.63)
H (2.44, 2.74, -0.18)
H (3.49, 1.17, -1.81)
H (1.73, 1.24, -2.03)
Se (-4.93, 4.06, -3.06)
N (-4.78, 3.32, -1.48)
C (-3.73, 2.53, -1.45)
C (-3.33, 1.72, -0.34)
C (-4.07, 1.64, 0.85)
C (-3.67, 0.75, 1.83)
C (-2.51, 0.00, 1.64)
N (-1.77, 0.12, 0.54)
C (-2.17, 0.92, -0.47)
C (-1.46, 0.86, -1.71)
N (-0.42, -0.01, -1.80)
C (0.15, -0.24, -2.98)
C (-0.22, 0.45, -4.13)
C (-1.21, 1.40, -4.06)
C (-1.88, 1.60, -2.84)
C (-3.00, 2.47, -2.69)
N (-3.51, 3.23, -3.64)
H (-4.94, 2.27, 0.97)
H (-4.23, 0.64, 2.75)
H (-2.17, -0.70, 2.38)
H (0.93, -0.99, -3.01)
H (0.29, 0.24, -5.06)
H (-1.51, 1.99, -4.91)
Br (-1.71, -3.57, -0.79)
C (-0.99, -5.33, -0.32)
Br (0.65, -5.06, 0.63)
H (-0.81, -5.88, -1.25)
H (-1.71, -5.83, 0.32)



Question: Which formula does entry 1 have?
Answer: C21H24BiBr2N4O4Se



Question: What is the orbital gap in the fourth record?
Answer: 11.02 eV